(1)
{"formula": "C12H22N3O5PYb", "method": "wB97M-V/def2-TZVPD", "fmax_ev_per_a": 5.60, "lumo_energy_ev": [-10.72, -14.03], "multiplicity": 2, "total_charge": 3, "de_lowest_kj_mol": 0.0, "symbols": ["Yb", "O", "C", "C", "O", "C", "O", "C", "O", "C", "H", "H", "C", "H", "H", "C", "N", "C", "P", "O", "N", "C", "C", "N", "C", "C", "H", "H", "H", "H", "H", "H", "H", "H", "H", "H", "H", "H", "H", "H", "H", "H", "H", "H"], "positions_angstrom": [[-0.02961, 0.37119, -2.21099], [0.14091, 4.03819, -2.17942], [0.08804, 2.89558, -2.30764], [0.22906, -2.01763, -2.78770], [0.40745, -3.15189, -2.89024], [2.36667, 0.08267, -2.88633], [3.48985, -0.15096, -2.96882], [-2.50003, 0.37338, -2.55802], [-3.63347, 0.39161, -2.37582], [0.04432, 0.66683, -6.22909], [-0.85732, 1.28856, -6.23211], [0.99993, 1.19897, -6.18641], [-0.01810, -0.66446, -6.30825], [0.88230, -1.28681, -6.32037], [-0.97304, -1.19689, -6.37540], [-1.82788, -1.93301, 0.79207], [-0.98397, -1.29077, 1.83737], [-0.63941, -2.02978, 3.06420], [-0.03650, -0.00732, 1.40519], [-0.01499, 0.23726, -0.10081], [-0.64616, 1.27227, 2.24886], [-0.23570, 2.63799, 1.87358], [-1.89521, 1.15689, 2.99725], [1.50468, -0.17663, 1.95368], [1.92244, 0.32890, 3.27932], [2.52015, -0.84777, 1.12473], [-2.85760, -2.13257, 1.16045], [-1.36923, -2.87961, 0.44907], [-1.87701, -1.22438, -0.06640], [-0.05469, -2.92453, 2.79132], [-0.00200, -1.42846, 3.73993], [-1.54205, -2.31482, 3.62012], [-0.71301, 2.97037, 0.93133], [-0.54437, 3.29625, 2.69611], [0.85799, 2.70890, 1.76822], [-2.76991, 0.89087, 2.38461], [-1.77821, 0.41501, 3.79772], [-2.09573, 2.12612, 3.45673], [2.25004, -0.51687, 3.91346], [2.73319, 1.07119, 3.18959], [1.10046, 0.83403, 3.81166], [2.87325, -1.79142, 1.57887], [2.08566, -1.09000, 0.13959], [3.39879, -0.19647, 0.97879]], "lowdin_charge": [0.927, 0.168, 0.032, -0.002, 0.172, 0.007, 0.173, 0.027, 0.173, -0.083, 0.057, 0.056, -0.069, 0.063, 0.065, -0.005, -0.189, -0.020, 0.591, -0.436, -0.303, -0.049, -0.052, -0.191, -0.023, -0.018, 0.137, 0.119, 0.057, 0.126, 0.091, 0.127, 0.091, 0.111, 0.094, 0.101, 0.092, 0.107, 0.124, 0.131, 0.100, 0.128, 0.068, 0.126]}



(2)
{"formula": "C2HClF3N", "method": "wB97M-V/def2-TZVPD", "fmax_ev_per_a": 4.76, "smiles": "[H]/N=C(\\Cl)C(F)(F)F", "lumo_energy_ev": 0.04, "de_lowest_kj_mol": 20.0, "symbols": ["H", "N", "C", "Cl", "C", "F", "F", "F"], "positions_angstrom": [[1.49053, 1.12616, 0.53439], [1.29309, 0.45718, 1.29103], [1.07405, -0.67414, 0.85191], [1.31111, -1.20942, -0.87941], [0.58275, -1.69087, 1.79039], [-0.11518, -2.63255, 1.09530], [-0.19212, -1.28565, 2.78968], [1.65224, -2.39278, 2.43756]], "lowdin_charge": [0.088, 0.176, -0.636, 0.638, -0.584, 0.083, 0.168, 0.066]}



(3)
{"formula": "C28H29N2NiO3S", "method": "wB97M-V/def2-TZVPD", "fmax_ev_per_a": 0.14, "lumo_energy_ev": -3.08, "total_charge": 1, "de_lowest_kj_mol": 0.0, "symbols": ["Ni", "S", "C", "C", "C", "C", "C", "C", "N", "C", "C", "C", "C", "C", "C", "C", "H", "H", "H", "H", "H", "H", "H", "H", "O", "C", "O", "C", "N", "C", "C", "C", "H", "H", "H", "H", "H", "H", "H", "H", "H", "C", "C", "C", "C", "C", "C", "C", "O", "C", "C", "C", "H", "H", "H", "H", "H", "H", "H", "H", "H", "H", "H", "H"], "positions_angstrom": [[-0.01077, -0.36049, -0.24902], [-0.11872, 3.70357, -1.74476], [-1.15318, 3.71115, -0.34934], [-1.87142, 4.78240, 0.17112], [-2.60057, 4.57231, 1.32254], [-2.60084, 3.32022, 1.94554], [-1.89255, 2.25597, 1.42661], [-1.16493, 2.44788, 0.25155], [-0.37131, 1.51810, -0.42359], [0.23622, 2.05562, -1.45500], [1.13909, 1.20308, -2.20297], [1.90078, 1.60350, -3.29236], [2.74305, 0.68163, -3.89211], [2.80302, -0.61284, -3.39458], [2.02770, -1.00163, -2.30435], [1.17915, -0.09730, -1.68234], [-1.85212, 5.75065, -0.31025], [-3.16758, 5.38627, 1.75272], [-3.16437, 3.18446, 2.85894], [-1.88837, 1.29764, 1.91775], [1.84273, 2.61875, -3.66730], [3.34887, 0.96830, -4.74054], [3.46202, -1.33338, -3.86239], [2.10937, -2.02389, -1.96000], [-1.55030, -2.61344, 2.24438], [-2.04530, -1.75117, 1.40094], [-1.46824, -0.71050, 1.10866], [-3.39081, -2.12785, 0.81552], [-3.80565, -3.42698, 1.36594], [-3.93146, -4.37780, 0.23795], [-4.19704, -3.50480, -0.98316], [-3.29709, -2.29894, -0.71938], [-4.09036, -1.33212, 1.07834], [-4.68050, -3.34631, 1.86490], [-2.26207, -3.31668, 2.30010], [-4.71252, -5.10556, 0.44644], [-2.99095, -4.92155, 0.12110], [-5.24564, -3.20104, -1.00728], [-3.96642, -4.00422, -1.92254], [-3.60016, -1.39615, -1.24414], [-2.26788, -2.52321, -1.00966], [6.55487, -2.79300, 1.93659], [5.12348, -2.86959, 1.49738], [4.20789, -1.89374, 1.87362], [2.88964, -1.91599, 1.44941], [1.96836, -0.84031, 1.95118], [2.47013, -2.98112, 0.62272], [1.12944, -3.11492, 0.09893], [0.29995, -2.24251, -0.16488], [3.37589, -4.01251, 0.27090], [2.97796, -5.18871, -0.58725], [4.68603, -3.92326, 0.69898], [6.67261, -2.14266, 2.80120], [7.17124, -2.39175, 1.12922], [6.94370, -3.78016, 2.18406], [4.53066, -1.09335, 2.52894], [2.37669, -0.39644, 2.85756], [0.97312, -1.22114, 2.17851], [1.87093, -0.03909, 1.21351], [0.81519, -4.13782, -0.13673], [2.59173, -4.87844, -1.55919], [2.21632, -5.80565, -0.10609], [3.84275, -5.82358, -0.76519], [5.38771, -4.69848, 0.41485]], "lowdin_charge": [0.508, 1.172, -0.446, -0.077, -0.072, -0.065, -0.008, -0.252, 0.034, -0.508, -0.236, -0.031, -0.068, -0.063, -0.068, -0.089, 0.115, 0.111, 0.109, 0.094, 0.109, 0.110, 0.108, 0.084, 0.164, -0.453, 0.014, -0.214, -0.028, -0.171, -0.157, -0.108, 0.169, 0.131, 0.126, 0.122, 0.118, 0.119, 0.118, 0.125, 0.111, -0.031, -0.229, 0.010, -0.166, -0.015, -0.109, -0.122, -0.035, -0.192, -0.036, 0.006, 0.083, 0.096, 0.087, 0.125, 0.093, 0.074, 0.079, 0.138, 0.088, 0.090, 0.084, 0.125]}



(4)
{"formula": "C9H14N2O2", "method": "wB97M-V/def2-TZVPD", "fmax_ev_per_a": 4.81, "lumo_energy_ev": [0.78, 0.78], "de_lowest_kj_mol": 784.7, "symbols": ["C", "C", "C", "C", "C", "C", "C", "C", "C", "N", "N", "O", "O", "H", "H", "H", "H", "H", "H", "H", "H", "H", "H", "H", "H", "H", "H"], "positions_angstrom": [[-2.80660, 0.38898, 0.88263], [-0.29455, 1.50070, -1.16093], [0.99429, 1.20728, -0.26032], [1.95201, 0.05896, -0.33633], [1.53796, -0.49546, 1.04565], [0.40483, 0.55153, 0.91340], [3.41045, 0.52320, -0.28396], [1.18980, -1.94437, 1.01816], [-4.10211, -0.80555, -0.71760], [-1.41363, 1.14056, -0.23830], [-0.93620, 0.40665, 0.80952], [-3.21008, 1.11013, 1.74287], [-3.02661, -0.79135, 0.30867], [-0.42680, 2.48975, -1.38562], [-0.40640, 0.75008, -1.97326], [1.40800, 2.30589, -0.13720], [1.77812, -0.75766, -1.14054], [2.28963, -0.13091, 1.79999], [3.67079, 0.85898, -1.42786], [4.19971, -0.25892, -0.05090], [3.60576, 1.29565, 0.46584], [2.00938, -2.50359, 0.94717], [0.66114, -2.11630, 0.11363], [0.63270, -2.24808, 1.91219], [-3.97984, -1.77889, -1.13138], [-4.00596, -0.02836, -1.40378], [-5.13577, -0.72889, -0.31172]], "lowdin_charge": [-0.382, -0.091, -0.208, -0.333, -0.260, -0.160, -0.094, -0.050, 0.018, -0.054, 0.052, 0.176, -0.025, 0.063, 0.109, 0.176, 0.173, 0.150, 0.125, 0.083, 0.069, 0.031, 0.073, 0.097, 0.084, 0.069, 0.108]}



(5)
{"formula": "CH2N2O3S", "method": "wB97M-V/def2-TZVPD", "fmax_ev_per_a": 5.13, "lumo_energy_ev": 0.03, "de_lowest_kj_mol": 273.3, "symbols": ["C", "N", "N", "O", "O", "O", "S", "H", "H"], "positions_angstrom": [[-0.64507, 0.81316, 0.41428], [0.41524, 1.14367, -0.22440], [-0.93199, -0.40167, 0.76910], [2.59307, -0.36609, -0.44216], [0.72477, -0.61073, -1.97099], [0.09962, -1.30100, 0.62620], [1.20224, -0.19490, -0.70013], [-1.58838, 1.54527, 0.35551], [-1.86951, -0.62770, 1.17260]], "lowdin_charge": [-0.313, -0.075, -0.072, -0.244, -0.249, -0.172, 0.749, 0.189, 0.187]}



(6)
{"formula": "C23H74O14", "method": "wB97M-V/def2-TZVPD", "fmax_ev_per_a": 2.83, "lumo_energy_ev": 0.41, "de_lowest_kj_mol": 0.0, "symbols": ["O", "H", "H", "O", "H", "H", "O", "H", "H", "O", "H", "H", "C", "C", "C", "O", "H", "H", "H", "H", "H", "H", "H", "H", "C", "C", "C", "O", "H", "H", "H", "H", "H", "H", "H", "H", "C", "C", "C", "O", "H", "H", "H", "H", "H", "H", "H", "H", "C", "C", "O", "H", "H", "H", "H", "H", "H", "C", "C", "O", "H", "H", "H", "H", "H", "H", "C", "C", "O", "H", "H", "H", "H", "H", "H", "C", "C", "O", "H", "H", "H", "H", "H", "H", "C", "C", "O", "H", "H", "H", "H", "H", "H", "C", "C", "O", "H", "H", "H", "H", "H", "H", "C", "C", "O", "H", "H", "H", "H", "H", "H"], "positions_angstrom": [[-16.11034, -7.59976, 1.51070], [-16.01773, -8.58180, 1.48603], [-16.18387, -7.42170, 2.45558], [-13.26767, -6.67639, 2.29041], [-14.00828, -6.87534, 1.68833], [-12.84885, -5.91146, 1.87228], [-18.53043, -10.58416, -3.35841], [-17.76391, -11.06707, -2.99973], [-18.85374, -10.11003, -2.57666], [-19.71946, -9.42312, -0.86890], [-19.46685, -8.62910, -0.31960], [-20.60299, -9.18981, -1.27813], [-17.46815, -6.71916, -1.63436], [-18.47027, -6.15265, -0.61246], [-19.91713, -5.93354, -1.25164], [-18.66258, -7.06867, 0.44801], [-16.53972, -7.01786, -1.14778], [-17.17416, -5.90208, -2.31111], [-17.97592, -7.42461, -2.31406], [-17.99736, -5.16016, -0.26678], [-19.99963, -6.53902, -2.17002], [-20.14221, -4.90096, -1.53700], [-20.77755, -6.19745, -0.61160], [-17.80248, -7.30826, 0.80282], [-17.23349, -6.30750, 5.74897], [-15.88825, -6.15919, 5.07560], [-14.98709, -7.36146, 5.24875], [-16.17970, -5.98998, 3.70867], [-17.06025, -6.63988, 6.78946], [-17.85968, -7.03860, 5.18094], [-17.83187, -5.41654, 5.77694], [-15.29854, -5.27236, 5.37899], [-14.17279, -7.38134, 4.54757], [-15.58846, -8.22009, 5.01863], [-14.54836, -7.44485, 6.24389], [-15.39558, -5.58870, 3.33320], [-16.47340, -14.14800, 4.19682], [-15.39187, -13.01261, 4.03901], [-15.44957, -11.94664, 5.13674], [-14.07664, -13.53863, 3.86435], [-17.42648, -13.69642, 4.10625], [-16.36205, -14.72970, 5.08877], [-16.39432, -14.92542, 3.39221], [-15.61780, -12.56179, 3.04370], [-14.81084, -11.05865, 4.75505], [-15.11051, -12.30549, 6.13228], [-16.46455, -11.59681, 5.21543], [-13.62197, -13.79234, 4.68502], [-12.48585, -9.54109, -2.96152], [-13.82444, -9.19090, -2.32453], [-14.37602, -10.11785, -1.45328], [-11.64706, -9.74439, -2.29440], [-12.12101, -8.79914, -3.62001], [-12.52240, -10.47305, -3.58273], [-14.59634, -9.09218, -3.09698], [-13.67183, -8.27741, -1.73822], [-13.84695, -10.23209, -0.63700], [-19.90734, -16.47417, -0.13233], [-19.08084, -15.25944, 0.30972], [-18.99931, -15.14529, 1.76658], [-19.38734, -17.43223, 0.00477], [-20.22357, -16.42662, -1.20144], [-20.83173, -16.59936, 0.43072], [-19.60465, -14.39985, -0.10247], [-18.08540, -15.32473, -0.01476], [-19.88730, -15.03446, 2.04444], [-12.55612, -13.13592, -0.91098], [-13.05571, -14.11047, 0.12570], [-13.38747, -13.38234, 1.31625], [-13.36561, -12.56077, -1.29858], [-12.06116, -13.66267, -1.74371], [-11.86164, -12.40443, -0.43939], [-12.21864, -14.80218, 0.39299], [-13.82562, -14.64307, -0.41335], [-13.67705, -13.92130, 2.07507], [-11.29885, -10.88189, 2.83058], [-12.69960, -10.32073, 2.77189], [-13.41785, -10.79147, 1.58731], [-11.45869, -11.91893, 2.79649], [-10.76585, -10.48325, 3.67220], [-10.85144, -10.49937, 1.89367], [-12.79448, -9.25595, 2.75002], [-13.24707, -10.57934, 3.68212], [-13.59328, -11.79246, 1.70000], [-21.13343, -14.59813, -3.53163], [-20.86576, -13.11039, -3.68623], [-20.00378, -13.00481, -4.79550], [-21.09642, -15.17156, -4.47721], [-22.06440, -14.82840, -3.02172], [-20.43141, -15.08725, -2.82978], [-20.31394, -12.67090, -2.82311], [-21.71888, -12.52713, -3.91338], [-19.75897, -12.13440, -5.02417], [-17.80417, -12.01961, 0.47341], [-16.60936, -11.18157, 0.26969], [-16.38793, -10.37672, 1.50812], [-18.71835, -11.43912, 0.50363], [-17.64352, -12.70971, 1.27963], [-17.90748, -12.62892, -0.40760], [-16.66059, -10.55368, -0.62885], [-15.67586, -11.73396, 0.15972], [-15.49104, -10.54303, 1.75457], [-17.04747, -14.28269, -2.79398], [-15.93726, -13.46642, -2.21392], [-16.02589, -12.10268, -2.81724], [-18.05175, -13.91724, -2.51569], [-16.95514, -15.30300, -2.51309], [-16.99213, -14.15885, -3.81807], [-14.92843, -13.84083, -2.49638], [-15.98634, -13.40281, -1.10296], [-15.53841, -11.58820, -2.20851]], "lowdin_charge": [-0.065, 0.038, 0.021, -0.063, 0.020, 0.048, -0.071, 0.005, -0.011, -0.097, 0.034, 0.080, -0.060, -0.448, -0.046, -0.086, 0.066, 0.079, 0.075, 0.148, 0.066, 0.063, 0.076, 0.036, -0.048, -0.499, -0.052, -0.067, 0.088, 0.102, 0.067, 0.146, 0.053, 0.071, 0.087, 0.081, -0.037, -0.451, -0.041, -0.083, 0.058, 0.063, 0.088, 0.124, 0.082, 0.091, 0.072, 0.117, -0.082, -0.307, -0.111, 0.069, 0.051, 0.089, 0.127, 0.113, 0.085, -0.079, -0.281, -0.080, 0.075, 0.062, 0.070, 0.101, 0.084, 0.053, -0.086, -0.271, -0.114, 0.031, 0.094, 0.091, 0.127, 0.094, 0.076, -0.057, -0.282, -0.140, 0.050, 0.073, 0.090, 0.084, 0.079, 0.058, -0.080, -0.314, -0.084, 0.088, 0.065, 0.038, 0.104, 0.094, 0.047, -0.065, -0.255, -0.095, 0.081, 0.069, 0.049, 0.106, 0.089, 0.016, -0.069, -0.258, -0.083, 0.074, 0.070, 0.060, 0.112, 0.094, -0.006]}